Density functional theory data (ωB97M-V/def2-TZVPD) for an isolated molecule of C4H9NO2S at a distorted geometry.

ORCA input file:
```
! wB97M-V def2-TZVPD RIJCOSX def2/J DEFGRID3
* xyz 0 1
C 0.6267 1.1387 -0.2828
C 0.8171 -0.1218 -0.9971
C -0.5671 0.1881 -0.4587
C -1.2054 -0.4365 0.7218
H 1.6189 0.5756 1.5474
H 0.6325 1.7611 1.6235
H 0.3848 2.0831 -0.7834
H 0.6927 0.1073 -2.0458
H 3.0627 -1.0172 -0.1390
H -1.7577 -0.2862 -1.8016
H -1.9966 0.2223 0.9898
H -0.4413 -0.5946 1.4395
H -1.5554 -2.4794 0.5218
N 1.2654 1.3192 0.9742
O -1.3711 0.6150 -1.3480
O -2.0348 -1.5930 0.3853
S 1.8285 -1.4818 -0.3467
*
```

HOMO	-8.43	eV
gap between HOMO and LUMO	8.99	eV
relative energy (zero: lowest compared OMol25 entry of this formula, charge and spin)	338.87	kJ/mol
lowest unoccupied orbital energy	0.56	eV
largest force on an atom	8.350	eV/A